(1)
97
Properties=species:S:1:pos:R:3 method="wB97M-V/def2-TZVPD" homo_lumo_gap_ev="6.79 / 6.74" e_lumo_ha="0.053 / 0.051" s_squared=0.758 charge=-1 spin_multiplicity=2 largest_force_ha_per_bohr=0.0479
Re 0.05 0.18 1.32
O -0.20 0.06 3.29
C -1.20 0.05 4.15
C -0.88 -0.07 5.51
C -1.87 -0.07 6.47
C -3.21 0.07 6.11
C -3.54 0.18 4.78
C -2.55 0.17 3.79
C -2.89 0.24 2.39
N -2.06 0.24 1.35
C -2.84 0.25 0.19
C -4.14 0.29 0.54
N -4.16 0.28 1.92
H 0.17 -0.15 5.76
H -1.59 -0.17 7.51
H -3.99 0.10 6.87
H -4.58 0.28 4.51
H -2.39 0.23 -0.79
H -5.04 0.32 -0.06
H -4.97 0.28 2.50
O 4.39 0.74 1.20
C 4.77 -0.55 1.10
C 6.14 -0.80 1.02
C 6.62 -2.09 0.96
C 5.75 -3.18 0.99
C 4.39 -2.94 1.06
C 3.88 -1.64 1.09
C 2.43 -1.41 1.12
O 2.02 -0.23 0.78
N 1.64 -2.38 1.46
N 0.30 -1.93 1.41
C -0.54 -2.91 1.47
S 0.07 -4.55 1.51
C -1.58 -5.31 1.57
C -2.55 -4.39 0.86
S -2.27 -2.72 1.49
H 3.44 0.82 1.42
H 6.81 0.06 1.03
H 7.69 -2.25 0.90
H 6.13 -4.19 0.96
H 3.68 -3.76 1.08
H -1.86 -5.46 2.61
H -1.51 -6.28 1.07
H -3.59 -4.65 1.06
H -2.37 -4.38 -0.21
O 0.10 7.30 1.47
C -0.67 6.61 0.77
O -1.59 6.93 -0.04
C -0.48 5.08 0.92
C -1.24 4.20 0.14
C -1.09 2.85 0.29
N -0.21 2.32 1.17
C 0.51 3.15 1.93
C 0.41 4.53 1.84
C 1.42 2.42 2.83
O 1.85 2.95 3.85
O 1.74 1.27 2.31
H -1.95 4.61 -0.57
H -1.66 2.15 -0.29
H 1.02 5.16 2.47
C 0.33 -2.09 -4.20
C 0.24 -1.92 -2.68
C -0.87 -2.82 -2.10
C 1.57 -2.35 -2.06
Si -0.05 -0.12 -2.21
O -0.18 0.06 -0.60
C -1.63 0.58 -2.97
C -1.84 1.96 -2.83
C -3.00 2.57 -3.27
C -3.99 1.82 -3.89
C -3.79 0.46 -4.09
C -2.62 -0.15 -3.63
C 1.35 0.91 -2.89
C 2.44 1.24 -2.08
C 3.49 2.00 -2.57
C 3.47 2.45 -3.89
C 2.39 2.13 -4.71
C 1.34 1.37 -4.21
H 0.51 -3.15 -4.45
H 1.15 -1.50 -4.61
H -0.59 -1.78 -4.71
H -0.59 -3.88 -2.23
H -1.83 -2.67 -2.59
H -1.00 -2.63 -1.03
H 1.78 -3.40 -2.30
H 1.56 -2.26 -0.97
H 2.41 -1.75 -2.43
H -1.06 2.58 -2.37
H -3.14 3.64 -3.13
H -4.90 2.29 -4.24
H -4.53 -0.13 -4.62
H -2.50 -1.22 -3.79
H 2.46 0.91 -1.04
H 4.33 2.25 -1.93
H 4.28 3.05 -4.27
H 2.37 2.48 -5.73
H 0.49 1.14 -4.85

(2)
96
Properties=species:S:1:pos:R:3 method="wB97M-V/def2-TZVPD" homo_lumo_gap_ev="5.17 / 5.18" e_lumo_ha="-0.394 / -0.394" charge=+3 spin_multiplicity=1 largest_force_ha_per_bohr=0.0937
V 0.22 0.03 -0.15
C -4.32 -4.47 -3.64
C -3.57 -3.57 -4.62
C -4.46 -2.97 -5.70
C -5.44 -1.98 -5.08
C -4.70 -0.93 -4.31
C -5.21 0.34 -4.18
C -4.51 1.32 -3.47
F -5.01 2.54 -3.39
C -3.31 1.05 -2.87
C -2.76 -0.23 -2.98
C -1.52 -0.54 -2.34
O -0.88 0.39 -1.67
C -1.06 -1.87 -2.46
C -1.75 -2.78 -3.26
N -2.88 -2.49 -3.86
C -3.45 -1.23 -3.72
C 0.12 -2.36 -1.72
O 0.67 -3.40 -1.88
O 0.46 -1.44 -0.78
H -4.85 -5.24 -4.19
H -5.03 -3.91 -3.05
H -3.62 -4.97 -2.96
H -2.78 -4.15 -5.11
H -4.99 -3.77 -6.21
H -3.84 -2.45 -6.43
H -6.12 -2.51 -4.41
H -6.06 -1.52 -5.85
H -6.15 0.60 -4.65
H -2.79 1.83 -2.32
H -1.34 -3.77 -3.40
C 4.71 3.77 -0.58
C 3.28 3.91 -0.19
N 2.40 2.97 0.07
C 1.22 3.63 0.37
C 1.41 5.00 0.30
N 2.71 5.13 -0.06
C 0.57 6.24 0.47
O -0.62 6.10 1.00
O 1.05 7.28 0.12
C 0.01 2.89 0.66
O -1.00 3.33 1.15
O 0.07 1.59 0.28
H 4.92 2.76 -0.92
H 5.36 3.99 0.27
H 4.95 4.48 -1.37
H 3.12 6.04 -0.24
H -0.87 5.19 1.21
C 7.02 -0.06 -0.25
C 6.64 0.49 0.97
C 5.30 0.64 1.29
C 4.36 0.21 0.37
C 4.72 -0.33 -0.86
C 6.06 -0.46 -1.16
As 2.50 0.17 0.91
C 2.20 0.79 2.71
C 2.22 2.09 3.20
C 1.96 2.31 4.54
C 1.65 1.24 5.37
C 1.66 -0.07 4.89
C 1.95 -0.31 3.55
C 2.08 -1.65 2.93
C 2.06 -2.87 3.60
C 2.26 -4.04 2.89
C 2.54 -4.02 1.53
C 2.59 -2.81 0.86
C 2.35 -1.64 1.56
H 8.07 -0.16 -0.49
H 7.40 0.80 1.69
H 5.00 1.07 2.24
H 3.96 -0.62 -1.58
H 6.36 -0.89 -2.11
H 2.46 2.91 2.54
H 2.00 3.31 4.95
H 1.42 1.42 6.41
H 1.47 -0.89 5.56
H 1.91 -2.90 4.67
H 2.22 -4.99 3.41
H 2.72 -4.94 0.99
H 2.81 -2.79 -0.20
C -2.48 0.44 4.76
C -2.01 -0.53 3.68
S -1.44 0.46 2.28
O -0.59 -0.58 1.44
C -2.96 0.66 1.29
C -3.58 -0.64 0.81
H -2.83 -0.12 5.62
H -3.31 1.06 4.40
H -1.67 1.09 5.08
H -2.78 -1.23 3.36
H -1.12 -1.09 3.99
H -2.64 1.28 0.45
H -3.63 1.25 1.91
H -2.86 -1.25 0.26
H -4.41 -0.41 0.14
H -3.99 -1.23 1.63

(3)
102
Properties=species:S:1:pos:R:3 method="wB97M-V/def2-TZVPD" homo_lumo_gap_ev="4.66 / 6.36" e_lumo_ha="0.081 / 0.081" s_squared=15.759 charge=-1 spin_multiplicity=8 largest_force_ha_per_bohr=0.0714
Eu 0.01 0.74 0.08
O 1.97 1.51 3.03
Cl 1.92 1.96 1.70
O 2.83 3.00 1.48
O 2.19 0.86 0.82
O 0.59 2.42 1.40
Se -1.47 -1.01 -1.51
Se -3.28 -0.81 0.80
C -3.40 1.03 0.50
C -4.63 1.64 0.26
C -4.66 3.01 0.11
C -3.48 3.72 0.22
C -2.30 3.04 0.44
N -2.24 1.71 0.58
C -1.37 -2.72 -0.57
C -2.18 -3.77 -0.97
C -2.22 -4.89 -0.14
C -1.44 -4.90 1.00
C -0.64 -3.80 1.28
N -0.61 -2.72 0.51
H -5.51 1.02 0.19
H -5.60 3.52 -0.09
H -3.45 4.80 0.12
H -1.35 3.56 0.54
H -2.76 -3.68 -1.87
H -2.86 -5.72 -0.38
H -1.46 -5.73 1.68
H -0.01 -3.77 2.15
Cl -2.24 -1.43 -4.54
C -0.60 -1.77 -4.19
C -0.17 -1.61 -2.88
C 1.15 -1.87 -2.55
Cl 1.67 -1.63 -0.93
C 2.05 -2.30 -3.53
Cl 3.69 -2.60 -3.14
C 1.61 -2.48 -4.85
Cl 2.68 -3.03 -6.05
C 0.28 -2.21 -5.18
Cl -0.28 -2.44 -6.78
C -1.34 -1.09 5.17
N -0.88 -0.23 4.11
C -1.77 0.85 3.76
C 0.07 -0.60 3.22
O -0.02 -0.29 2.01
N 1.11 -1.33 3.69
C 2.14 -1.72 2.74
C 1.56 -1.16 5.05
H -2.43 -1.09 5.17
H -1.00 -0.74 6.15
H -1.01 -2.11 5.01
H -1.98 1.43 4.67
H -2.71 0.47 3.35
H -1.28 1.50 3.03
H 1.70 -1.85 1.76
H 2.59 -2.66 3.07
H 2.91 -0.95 2.68
H 1.19 -1.95 5.70
H 1.24 -0.19 5.43
H 2.65 -1.17 5.07
O 1.21 0.97 -1.73
C 0.38 1.65 -2.38
O -0.68 2.07 -1.84
C 0.67 1.90 -3.84
C -0.30 2.88 -4.46
Ge -0.16 4.73 -3.69
C -1.53 5.75 -4.72
C -2.86 5.36 -4.65
C -3.83 6.01 -5.40
C -3.48 7.06 -6.23
C -2.16 7.46 -6.30
C -1.19 6.81 -5.55
C -0.40 5.18 -1.78
C -1.41 6.06 -1.42
C -1.49 6.57 -0.13
C -0.54 6.20 0.81
C 0.47 5.32 0.47
C 0.53 4.81 -0.82
C 1.62 5.46 -4.18
C 2.37 6.20 -3.27
C 3.59 6.75 -3.63
C 4.08 6.58 -4.91
C 3.35 5.84 -5.83
C 2.13 5.29 -5.47
H 0.63 0.92 -4.33
H 1.70 2.25 -3.91
H -1.32 2.53 -4.34
H -0.10 2.97 -5.53
H -3.14 4.55 -4.00
H -4.86 5.69 -5.34
H -4.23 7.56 -6.82
H -1.88 8.28 -6.95
H -0.16 7.13 -5.60
H -2.14 6.37 -2.16
H -2.28 7.26 0.13
H -0.59 6.62 1.81
H 1.21 5.04 1.20
H 1.34 4.13 -1.08
H 1.98 6.36 -2.28
H 4.16 7.32 -2.91
H 5.02 7.01 -5.20
H 3.73 5.70 -6.83
H 1.56 4.73 -6.19

Q: Look up the charge of the third one.
A: -1

Q: Which of these has the highest charge?
A: C42H39AsFN3O8SV

Q: Look up the charge of the third one.
A: -1

Q: Which value of charge does entry 2 give?
A: +3